a | {"formula": "C3H11NO", "method": "wB97M-V/def2-TZVPD", "symbols": ["C", "N", "C", "H", "H", "H", "H", "H", "H", "H", "C", "O", "H", "H", "H", "H"], "xyz": [[-0.8304, 0.1914, 1.7931], [-0.6630, 0.8775, 0.5401], [0.7351, 1.4173, 0.3267], [-1.5905, -0.6183, 1.7225], [-1.2518, 0.7640, 2.6619], [-0.0277, -0.4287, 2.1121], [-1.3035, 1.5423, 0.0290], [1.4307, 0.6333, 0.6063], [0.9960, 1.6957, -0.7643], [0.7902, 2.3339, 0.9539], [0.7372, -1.1746, -1.8839], [-0.1268, -1.3242, -0.7876], [0.8473, -0.1127, -1.8423], [0.2538, -1.6165, -2.7231], [1.8139, -1.6568, -1.5991], [-0.1545, -0.6903, -0.0524]], "smiles": "CNC.CO", "multiplicity": 1, "gap_ev": 9.6}



b | {"formula": "C3H11NO", "method": "wB97M-V/def2-TZVPD", "symbols": ["C", "O", "H", "H", "H", "C", "N", "C", "H", "H", "H", "H", "H", "H", "H", "H"], "xyz": [[-0.4252, 0.3898, 1.9270], [-0.1694, -0.9618, 1.4896], [-0.2709, 0.3796, 3.0488], [0.2449, 1.2902, 1.7323], [-1.4452, 0.8367, 1.7745], [-0.6804, -0.9364, -1.4133], [-0.1619, 0.2337, -0.7469], [1.3160, 0.3498, -0.6810], [-1.7712, -0.8676, -1.3029], [-0.3916, -0.9467, -2.4592], [-0.2602, -1.8203, -0.9856], [-0.4660, -0.1725, 0.6338], [-0.6022, 1.1102, -1.0571], [1.7170, -0.6776, -0.5281], [1.5964, 1.0020, 0.1354], [1.7699, 0.7908, -1.5674]], "multiplicity": 1, "gap_ev": 9.8}



Pick the least stable structure from those above. Pick: b